{
  "formula": "C31H37N5O2",
  "method": "the ωB97M-V functional and the def2-TZVPD basis",
  "species": ["C", "C", "H", "H", "H", "C", "H", "H", "H", "C", "N", "C", "C", "H", "H", "C", "C", "H", "C", "C", "C", "C", "H", "C", "H", "C", "H", "H", "C", "C", "H", "C", "C", "C", "N", "C", "H", "C", "N", "C", "C", "H", "H", "H", "H", "O", "C", "H", "H", "H", "N", "C", "N", "H", "H", "H", "H", "C", "H", "H", "H", "C", "H", "C", "H", "H", "H", "C", "O", "H", "H", "C", "H", "H", "C"],
  "positions_angstrom": [[4.03626, -3.26634, 1.25767], [6.08791, -2.10787, 1.66089], [4.45403, -5.42557, 0.96900], [-0.95137, -3.46854, -1.50606], [-0.40630, -1.40761, 0.00294], [-2.60141, -3.56248, 2.45468], [-5.12802, 2.32635, -3.31113], [6.56435, -1.14027, 1.71699], [1.06677, -2.20149, 0.69023], [0.27596, -1.46873, 0.85080], [-6.57649, 2.68303, -0.27976], [-3.25880, -0.98489, 1.86421], [1.44201, 5.87260, 3.16930], [0.71134, 2.20819, -3.99368], [4.22500, -1.12565, 1.12032], [1.57282, 2.95953, -0.85971], [0.23816, 1.08167, 1.58117], [-0.18278, 4.59846, -3.84014], [1.50847, 2.20821, -2.06223], [-0.01981, -3.96546, -4.65413], [-0.42815, -5.31581, -4.78449], [-0.63101, -3.97878, -2.40240], [-2.47449, -4.60715, 2.69744], [-6.41481, 2.73480, -1.65648], [-3.03402, -4.11017, 0.41897], [6.70894, -3.31923, 1.75001], [-1.55786, -5.79852, -1.64970], [-0.33839, 0.81917, 2.46817], [4.75560, -2.04919, 1.29901], [0.21846, 4.12173, -2.95803], [0.08268, 5.84317, -1.82841], [-5.45932, 2.47771, 0.44885], [0.40002, 4.81402, -1.74749], [-0.97579, -6.01100, -3.73137], [6.10046, -4.49611, 1.51817], [2.57372, 5.64524, 2.17088], [2.09186, 2.58313, 0.00939], [-4.17277, 2.18500, -0.09756], [-2.94277, -1.28123, 3.11668], [-2.92727, -3.27923, 1.10055], [0.84114, 2.81106, -3.10705], [-1.32457, -7.01585, -3.91849], [2.24579, 3.59937, 2.20533], [0.44264, 5.71293, 2.76450], [0.96506, 1.87272, 1.76549], [2.13299, -0.05889, 0.58042], [3.11951, 4.24775, 2.13955], [1.99085, 1.24735, -2.16455], [-3.46811, -1.67449, -0.22554], [-0.44636, 1.40334, 0.79627], [1.08674, 4.23664, -0.69260], [-1.14324, -5.29097, -2.50812], [-0.21699, -3.26507, -3.49460], [3.00334, -3.26919, 0.94231], [1.44610, 6.90988, 3.50416], [-7.29738, 2.87873, -2.26209], [1.39226, 5.18670, 4.01498], [-3.21868, -1.92867, 0.79405], [-0.43858, -5.75792, -5.76980], [-0.29256, -1.73804, 1.74095], [-3.33286, 1.92180, 0.52826], [-5.17026, 2.58908, -2.26443], [3.47048, 4.10780, 1.11714], [-2.61342, -2.56755, 3.43190], [7.75641, -3.35475, 2.01068], [-2.37474, -2.82677, 4.45280], [3.95903, 4.09892, 2.81864], [4.78844, -4.43328, 1.23343], [3.03670, 6.53590, 1.47508], [0.37254, -3.44873, -5.51752], [-3.49400, 0.04040, 1.61956], [-4.06673, 2.21402, -1.53525], [-3.15099, 1.91440, -2.02314], [-5.63728, 2.47522, 1.51409], [1.00355, -0.16455, 1.06004]],
  "forces_ev_per_angstrom": [[0.85, 0.70, -1.47], [-0.82, 1.40, -0.85], [-0.93, 0.11, 0.07], [0.66, 0.53, 0.22], [-0.05, 0.09, 0.05], [-0.49, 0.63, 0.36], [-0.12, 0.79, -0.43], [0.66, -0.20, 0.26], [-0.28, -0.15, -0.24], [0.51, 0.14, 1.09], [0.97, 0.37, -2.03], [0.47, -1.97, -2.52], [-0.45, 0.49, 0.03], [0.00, 0.36, -0.42], [0.03, 0.12, 0.07], [-0.52, 1.79, -0.55], [0.86, -1.18, 0.02], [-0.36, 0.04, 0.13], [-0.31, 1.58, 0.98], [-1.32, -0.56, 2.03], [0.30, 1.09, -0.47], [-2.02, -0.55, -2.02], [0.33, -0.13, 0.40], [0.68, 0.02, 2.37], [-0.05, 0.09, -0.30], [0.28, -1.11, 0.31], [-0.09, 0.20, 0.15], [-0.08, 0.11, -0.01], [-1.20, -1.48, 0.83], [1.96, -1.89, 0.60], [0.03, 0.23, 1.23], [0.48, -0.43, -1.19], [1.23, -2.37, -1.03], [-0.29, 1.55, 1.15], [0.11, 1.17, -0.05], [0.30, 0.78, 0.15], [0.02, -0.22, -0.07], [-1.41, 0.66, -1.82], [0.02, 1.41, 1.48], [0.50, -0.54, 0.73], [-1.34, 1.18, 0.38], [-0.13, -0.08, 0.39], [0.40, -0.45, 0.74], [0.09, 0.02, -0.78], [-0.18, -0.06, 0.14], [-0.62, 0.34, 0.99], [-0.42, 0.22, -1.55], [-0.10, -0.06, 0.18], [-0.15, 0.43, -0.07], [-0.10, -0.08, -0.04], [-0.59, -0.72, -1.43], [1.50, -0.74, -1.15], [0.96, -1.52, -0.17], [-0.11, -0.07, 0.24], [0.13, -0.05, 0.10], [-0.19, 0.01, 0.14], [0.74, 0.00, 0.10], [-0.39, 1.40, 1.15], [0.40, -0.14, -0.11], [-0.32, -0.10, -0.10], [-0.06, 0.01, 0.04], [-0.77, -1.54, -0.33], [0.36, -0.03, 0.05], [0.12, -1.71, -1.74], [0.19, -0.17, 0.01], [-0.01, 0.21, 0.22], [-0.44, -0.21, 0.28], [0.94, -0.46, 0.56], [-0.68, -0.69, 0.83], [0.00, 0.29, 0.07], [-0.15, 0.25, 0.14], [0.12, 0.14, 3.03], [0.10, 0.05, 0.01], [0.22, -0.09, 0.17], [0.00, 0.74, -1.74]],
  "multiplicity": 2,
  "mol_weight_da": 511.7,
  "homo_ev": [-0.2, -4.8],
  "homo_lumo_gap_ev": [2.63, 7.18],
  "total_charge": -1,
  "s2": 0.761,
  "max_force_ev_per_a": 3.23,
  "e_lumo_ev": [2.402, 2.380]
}

{
  "formula": "C31H37N6O4S2SbSe4Ti",
  "method": "the ωB97M-V functional and the def2-TZVPD basis",
  "species": ["H", "N", "C", "C", "C", "H", "H", "H", "O", "H", "H", "C", "H", "C", "H", "O", "Se", "O", "H", "C", "H", "C", "Sb", "C", "C", "H", "H", "H", "H", "H", "H", "C", "H", "C", "S", "H", "Se", "H", "H", "H", "H", "N", "H", "C", "H", "H", "C", "H", "C", "H", "N", "C", "H", "C", "C", "Se", "C", "H", "Ti", "C", "C", "C", "C", "Se", "O", "H", "N", "H", "H", "C", "C", "C", "N", "C", "N", "H", "S", "H", "C", "C", "H", "H", "C", "C", "C", "H"],
  "positions_angstrom": [[3.30715, 1.66404, -5.29752], [0.75223, 1.62624, -0.02074], [0.64201, -2.92542, -1.70495], [-3.46749, 0.89495, -4.25158], [5.70348, -3.24536, 2.73200], [-3.43168, 2.93171, 5.58287], [-4.84931, -0.62587, -3.58789], [-0.69669, 0.46369, 3.41689], [1.86803, -0.38324, -1.31115], [-4.27327, 1.84838, 1.52726], [4.81077, 0.85773, -4.77060], [-3.84928, -0.26727, -3.34367], [0.84740, -4.98726, -2.26858], [-2.72557, 0.04156, -1.18783], [-4.17592, 1.71888, -4.16615], [-0.86760, -0.09310, 1.06507], [0.40967, -2.64650, 2.15607], [3.44568, -0.35649, -5.75928], [4.26802, -3.76428, 4.27080], [-2.04830, 0.41465, 1.06045], [-4.91089, 3.03787, 3.60378], [-3.98362, 2.48085, 3.55939], [0.39947, -2.47132, 4.87267], [1.38855, -2.25455, -2.71727], [-1.61172, 1.03967, 3.44687], [-4.46136, 2.47502, -0.70900], [6.38041, -2.70330, 3.39345], [1.11286, -3.79190, -4.20699], [5.71759, -2.76165, 1.75452], [3.09412, 0.63880, -3.24970], [-0.50307, 5.25841, -0.05218], [4.05405, 0.91049, -5.55579], [-2.47214, 1.25757, -3.99790], [1.54916, -2.82399, -4.00186], [-1.25570, -0.38917, -1.91387], [0.48471, 1.59707, -2.04982], [0.92553, -0.39443, 5.87326], [4.52410, 1.17114, -6.49886], [-0.34691, -4.65038, -0.98909], [-0.70325, -4.25023, -2.68322], [-5.91651, 0.08749, -1.95451], [3.72812, -1.94474, 3.49494], [-6.21910, 2.31750, -0.85574], [0.73742, 2.34913, 1.11021], [0.66397, 2.79163, 3.93447], [-1.32218, 1.61746, 5.47829], [-2.44134, 1.09498, 2.33117], [-0.30492, 3.95154, -2.17489], [1.95347, -0.98149, -2.46589], [2.10539, 1.80859, 4.25222], [1.77893, 0.49634, 2.03191], [-0.03258, 3.52166, -1.22154], [6.08085, -4.26221, 2.61506], [-5.12632, 0.52471, -1.34416], [2.78863, -0.91293, -4.72545], [1.22451, -4.56232, 5.60441], [-5.26376, 2.04035, -1.30446], [0.24999, 4.19650, 2.07533], [0.83410, -0.65051, 0.32233], [0.07972, -4.29589, -1.92322], [2.22369, -2.17914, -4.99305], [-3.15234, 2.42047, 4.67005], [3.05945, -1.22509, 2.58346], [-1.64975, -2.56740, 3.41201], [0.38588, -2.39558, -0.60179], [-5.21253, 0.11365, -0.34191], [-3.85311, 0.07873, -1.92336], [2.23702, 3.32829, 3.33197], [3.62274, -3.83408, 2.64715], [0.41143, 2.20705, -1.16270], [2.66124, -0.32104, -3.48597], [4.29241, -3.27155, 3.29943], [2.55507, -0.08438, 2.98079], [-3.63149, 1.81816, 2.39520], [-2.92329, 0.44339, 0.09713], [-3.15474, -1.09374, -3.48688], [2.93619, -1.79251, 0.92845], [-5.22436, 2.47305, -2.30409], [1.37158, 1.69410, 2.26517], [0.27587, 3.65384, 1.14212], [2.34514, -2.60488, -5.97847], [-3.45654, 0.56565, -5.29171], [1.61736, 2.44957, 3.52484], [-1.96940, 1.69671, 4.61390], [-0.13254, 4.24174, -0.04709], [3.71543, -1.54581, 4.42503]],
  "forces_ev_per_angstrom": [[0.01, 0.01, 0.00], [-0.04, 0.04, 0.00], [0.05, 0.07, -0.04], [0.00, 0.00, -0.01], [0.01, 0.02, -0.01], [0.00, -0.01, 0.00], [-0.01, 0.00, 0.00], [-0.03, -0.03, 0.01], [-0.34, 0.04, 0.20], [-0.01, 0.00, -0.03], [0.00, 0.01, 0.00], [0.02, 0.00, 0.05], [0.00, -0.01, 0.00], [-0.08, 0.13, 0.05], [0.00, -0.01, 0.00], [-0.12, -0.52, -0.03], [-0.17, -0.07, 0.52], [0.00, 0.00, -0.01], [0.00, 0.00, -0.01], [0.21, 0.22, 0.11], [0.01, 0.00, 0.00], [-0.02, -0.03, -0.05], [0.09, -0.13, -0.16], [0.00, -0.07, -0.05], [-0.04, 0.00, -0.02], [0.00, -0.01, 0.00], [0.00, 0.01, 0.01], [0.01, 0.00, -0.01], [0.00, 0.00, 0.00], [0.00, 0.00, 0.01], [0.00, 0.00, 0.00], [-0.01, -0.02, 0.00], [0.00, 0.00, 0.00], [0.04, 0.02, -0.04], [0.08, 0.01, 0.11], [-0.01, 0.00, 0.00], [-0.07, -0.04, 0.06], [0.00, 0.00, 0.00], [0.00, -0.01, -0.01], [0.00, 0.00, 0.01], [-0.01, 0.01, 0.01], [-0.03, 0.10, 0.01], [0.00, 0.00, 0.01], [0.08, -0.02, 0.10], [0.02, 0.01, 0.00], [-0.02, 0.00, 0.00], [-0.05, 0.08, -0.08], [0.00, 0.00, 0.00], [0.12, 0.03, 0.15], [-0.02, 0.02, -0.02], [0.06, -0.20, 0.02], [0.01, -0.02, -0.06], [-0.01, 0.00, 0.00], [0.08, -0.02, 0.02], [0.05, 0.08, 0.00], [-0.01, 0.01, 0.00], [-0.01, 0.02, 0.00], [0.00, 0.00, 0.00], [0.23, 0.81, -0.50], [-0.04, -0.02, 0.01], [-0.05, -0.06, 0.03], [0.04, 0.01, 0.04], [0.17, -0.01, 0.00], [-0.10, 0.00, -0.04], [0.07, -0.23, 0.04], [-0.01, 0.01, 0.01], [-0.04, -0.10, -0.10], [0.02, 0.00, -0.03], [0.01, 0.00, 0.00], [-0.02, 0.02, 0.03], [0.00, -0.09, -0.09], [-0.03, -0.02, 0.00], [-0.05, -0.04, -0.24], [0.00, 0.01, 0.07], [0.02, -0.05, -0.04], [0.00, 0.01, -0.01], [-0.05, -0.06, 0.07], [-0.01, -0.01, 0.00], [-0.06, 0.10, -0.13], [-0.01, 0.01, -0.05], [0.00, 0.00, 0.00], [0.00, 0.00, 0.00], [0.02, -0.02, 0.05], [0.01, 0.02, 0.01], [0.00, 0.01, 0.06], [0.01, -0.03, -0.03]],
  "e_above_lowest_ev": 0.6694,
  "mol_weight_da": 1107.3,
  "homo_ev": -7.5,
  "homo_lumo_gap_ev": 6.23,
  "total_charge": 0,
  "max_force_ev_per_a": 0.98,
  "e_lumo_ev": -1.246
}

{
  "formula": "C31H38NO2V",
  "method": "the ωB97M-V functional and the def2-TZVPD basis",
  "species": ["C", "H", "H", "H", "C", "C", "H", "H", "C", "H", "C", "H", "C", "H", "C", "H", "H", "H", "H", "C", "H", "H", "H", "C", "C", "H", "C", "H", "C", "O", "C", "C", "H", "H", "C", "C", "C", "H", "C", "O", "V", "C", "C", "H", "C", "C", "H", "H", "C", "H", "H", "H", "N", "C", "H", "C", "H", "C", "C", "H", "C", "C", "H", "H", "H", "H", "H", "H", "C", "H", "H", "H", "C"],
  "positions_angstrom": [[-0.76573, -0.57198, -5.77639], [-1.58576, -1.79332, 2.88290], [1.70555, -1.92472, -5.57541], [1.37463, -0.48299, -3.05822], [-1.15435, 0.94828, 4.86280], [-0.49267, -5.59522, -3.16865], [1.29445, -2.76553, -3.20874], [2.52269, -1.67434, -0.90986], [-0.16605, -1.66821, -6.70134], [1.73582, 2.47335, 0.17998], [-0.48565, -0.00964, 2.30500], [-0.67968, -5.97074, -4.21748], [-2.31668, -0.03793, -0.28427], [-0.86637, -2.63458, -0.41748], [-0.07619, 1.28173, 2.69637], [-2.72825, -0.84566, -6.51079], [0.80664, 2.10679, -2.35284], [0.33834, -3.01998, -5.12870], [0.11638, 2.64489, 4.34970], [0.21665, -4.26281, 0.57397], [-0.82519, 1.57359, -5.61548], [-1.03597, -2.86041, -3.73351], [-2.45320, -1.66919, -4.96327], [2.14808, -0.65452, -0.94216], [1.70144, 1.53334, -0.36229], [-2.61608, -1.28524, -2.13163], [-1.23443, -0.80653, 3.20611], [1.51169, -1.54977, 3.01365], [-0.39055, 0.81531, -6.27137], [-0.00056, -0.94087, -4.57316], [-1.58703, 1.83977, -1.44771], [0.70360, -3.50429, -2.65789], [1.76452, -5.56107, 1.38794], [1.64038, -5.51569, -2.47460], [-1.46022, -0.37797, 4.50717], [1.23088, 1.34731, -1.69912], [0.60952, -2.00394, -5.45493], [2.60081, -3.79119, 2.96489], [1.78339, -3.57195, 2.27361], [-1.49208, -4.61287, -2.79640], [-0.25374, 0.11453, -0.78789], [1.29998, -4.56773, 1.41325], [0.33409, -1.94244, 1.23509], [-1.41485, 2.88522, -1.69398], [-0.81830, -3.35068, -2.78165], [1.53987, -0.02957, -2.08209], [-2.65068, 0.11926, -5.02357], [2.83617, 0.19870, 1.03632], [-1.73052, 0.78990, -2.37776], [-1.24438, -2.72213, -1.98331], [-0.34499, -5.03020, 0.05055], [-1.50293, 1.37967, 5.81314], [-0.08615, -0.61079, 1.09882], [0.94617, -4.94530, -3.11443], [-1.76389, 1.89256, 0.80397], [2.29566, 0.31885, 0.08957], [-0.82410, 0.96792, -7.26632], [-1.84424, 1.32713, -0.12616], [-2.20995, -0.38333, -1.67240], [0.69966, 0.93850, -6.31479], [-0.17298, -2.93415, 0.38698], [-0.31511, 1.69520, 4.01396], [0.48720, 1.89262, 1.98059], [-0.60974, -6.42064, -2.42777], [0.47279, -1.36340, -7.53032], [-1.94518, -1.05819, 5.21755], [-1.66046, 0.86727, -3.45906], [-0.80817, -2.49974, -6.98823], [1.22011, -2.29841, 2.27338], [1.37141, -5.01371, -4.12654], [1.01078, -3.35392, -1.61573], [-2.72533, -0.68863, 0.48694], [-2.24646, -0.75838, -5.53452]],
  "forces_ev_per_angstrom": [[-0.47, 0.38, -0.86], [0.36, 0.36, 0.18], [-0.45, 0.16, 0.51], [-0.02, 0.31, 0.43], [0.99, -0.23, 0.25], [0.03, -0.54, 0.05], [-0.44, -0.17, -0.15], [-0.23, 0.22, 0.06], [0.23, 0.21, 0.91], [-0.27, -0.20, -0.10], [-0.05, -0.48, -0.05], [-0.05, 0.27, 1.09], [-0.84, 0.68, -0.85], [0.26, -0.35, 1.10], [0.23, -0.64, 0.32], [-0.18, 0.06, 0.08], [0.40, -0.25, 0.22], [0.37, 0.49, 0.32], [-0.45, -0.23, -0.12], [0.43, 0.29, -0.07], [0.20, 0.09, 0.05], [-0.14, 0.15, 0.15], [0.08, 0.19, -0.07], [-0.15, 0.81, -0.41], [0.65, -0.76, -0.20], [0.44, 0.34, 0.18], [0.43, 0.16, 0.28], [0.02, -0.22, -0.32], [-0.32, 0.03, 0.21], [0.69, -1.49, -2.61], [-0.72, -0.54, 0.82], [0.06, -0.34, 0.79], [-0.41, 0.37, 0.23], [-0.43, 0.30, -0.04], [-0.82, 0.62, -0.21], [1.17, -0.71, -0.84], [0.78, -0.73, 0.89], [-0.30, -0.01, -0.16], [-0.09, 0.07, 0.00], [1.84, -0.20, 0.10], [3.06, -0.09, 1.86], [-0.35, -0.03, -0.08], [-0.52, 0.29, 0.42], [0.53, -0.39, 0.16], [-0.44, 0.98, -0.59], [0.30, 0.76, 0.48], [-0.20, -0.25, 0.02], [-0.68, -0.14, -0.35], [-1.06, -0.63, 0.51], [0.17, -0.52, -0.69], [0.41, -0.09, -0.25], [0.52, -0.41, -0.34], [-0.69, -0.12, -0.01], [-0.52, -0.73, -0.34], [-0.13, -0.32, -0.42], [-0.20, 0.64, -1.11], [0.15, -0.02, 0.09], [-1.57, 0.13, -0.74], [-0.81, 0.96, 0.34], [-0.31, -0.04, -0.01], [0.06, -0.07, 0.44], [-0.96, 0.35, -0.39], [-0.09, -0.31, 0.52], [0.18, 0.36, -0.76], [-0.35, 0.29, 0.01], [-0.05, 0.45, -0.30], [0.39, -0.05, 0.47], [-0.25, 0.34, -0.14], [0.41, -0.32, -0.51], [-0.07, 0.26, 0.23], [-0.13, -0.30, -0.31], [0.42, 0.25, -0.14], [-0.06, 0.32, -0.26]],
  "e_above_lowest_ev": 1.9010,
  "multiplicity": 3,
  "mol_weight_da": 507.6,
  "homo_ev": [-6.5, -6.6],
  "homo_lumo_gap_ev": [6.83, 6.95],
  "total_charge": 0,
  "s2": 2.031,
  "max_force_ev_per_a": 3.58,
  "e_lumo_ev": [0.364, 0.316]
}